Here is a molecular structure, C50H65BBrCsN10O2PS3 in a non-equilibrium geometry from the Open Molecules 2025 dataset. Energies are from ωB97M-V with the def2-TZVPD basis set.

Geometry as XYZ:
```
134
Properties=species:S:1:pos:R:3:forces:R:3
Cs -0.4481 -2.0721 0.8451 -0.471 0.920 0.225
C 3.4263 1.5836 4.2845 -0.028 -0.056 -0.045
C 2.6699 2.4524 3.3365 0.036 0.130 0.113
C 2.4277 3.7926 3.5024 0.038 -0.171 -0.005
C 1.6579 4.5318 2.5674 -0.036 -0.060 -0.135
N 1.1973 3.9668 1.4728 -0.189 0.328 -0.067
N 1.4681 2.6945 1.3119 0.307 -0.209 0.433
B 1.0173 1.6238 0.2714 0.047 -0.070 -0.040
N -0.5054 1.6947 0.0753 -0.449 0.205 0.319
N -0.8503 1.9023 -1.2104 0.233 -0.102 -0.347
C -2.0099 2.3806 -1.5165 -0.046 -0.055 0.012
C -2.9241 2.7649 -0.4960 0.063 -0.135 0.242
C -2.6318 2.5206 0.8064 -0.067 0.019 -0.204
C -3.5542 2.9647 1.9006 0.010 0.024 -0.044
C -1.3786 1.8657 1.1241 0.130 -0.060 -0.217
S -1.0031 1.3353 2.6662 -0.152 0.078 0.187
C -2.3519 2.5121 -2.9912 0.034 -0.024 -0.117
C -1.0977 2.3321 -3.8496 -0.048 -0.003 0.102
C -2.9564 3.8971 -3.2638 0.052 -0.047 0.073
C -3.3745 1.4183 -3.3357 0.057 0.047 0.042
N 1.7634 1.7490 -1.0509 0.300 -0.379 -0.365
N 1.9704 3.0247 -1.4045 -0.097 0.311 0.146
C 2.6078 3.2981 -2.4990 0.033 -0.048 -0.020
C 3.0860 2.2530 -3.3365 -0.057 -0.167 0.089
C 2.8769 0.9550 -2.9976 0.071 0.150 -0.077
C 3.3572 -0.1767 -3.8440 -0.034 0.016 0.000
C 2.1618 0.6740 -1.7799 -0.036 0.339 0.122
S 1.8479 -0.8937 -1.2727 -0.027 -0.259 -0.306
C 2.8450 4.7590 -2.8417 -0.022 0.091 0.007
C 2.1970 5.6728 -1.8003 0.021 -0.103 -0.066
C 2.2446 5.0572 -4.2229 0.025 -0.037 0.069
C 4.3589 5.0147 -2.8689 -0.048 -0.031 0.006
C 2.1072 1.9060 2.1740 -0.154 0.359 -0.074
S 1.9505 0.3494 1.4465 0.481 -0.064 0.071
C 1.3479 6.0037 2.7851 -0.015 0.070 -0.012
C 0.7661 6.1958 4.1926 0.010 -0.029 -0.061
C 2.6529 6.8029 2.6509 -0.059 -0.049 0.005
C 0.3338 6.5098 1.7540 0.088 -0.157 0.083
H 3.8538 2.1560 5.1041 -0.001 0.006 0.004
H 4.2249 1.0633 3.7521 0.025 0.011 0.049
H 2.7627 0.8168 4.6909 0.016 0.018 0.027
H 2.8115 4.2947 4.3822 -0.001 0.000 -0.014
H -3.8480 3.2658 -0.7549 -0.022 -0.028 -0.021
H -4.5925 2.9334 1.5695 0.030 0.043 -0.019
H -3.3216 3.9974 2.1724 0.015 -0.026 0.048
H -3.4271 2.3592 2.7922 -0.032 0.004 0.046
H -0.3470 3.0779 -3.5829 0.042 -0.010 -0.041
H -1.3521 2.4491 -4.9042 -0.024 0.000 0.011
H -0.6569 1.3462 -3.7016 0.028 0.001 -0.009
H -2.3256 4.6837 -2.8438 -0.024 0.026 -0.034
H -3.9592 3.9933 -2.8452 0.007 0.043 0.008
H -3.0319 4.0612 -4.3389 -0.031 -0.015 -0.005
H -2.9273 0.4290 -3.2164 -0.025 -0.007 -0.004
H -3.7070 1.5249 -4.3696 -0.003 -0.005 0.002
H -4.2504 1.4809 -2.6858 -0.027 -0.010 -0.035
H 3.6213 2.4878 -4.2476 -0.008 0.028 0.003
H 3.9020 0.1927 -4.7112 -0.008 0.002 0.006
H 2.5084 -0.7768 -4.1755 0.032 -0.031 -0.012
H 4.0002 -0.8368 -3.2611 -0.003 -0.020 -0.013
H 1.1202 5.5039 -1.7533 0.005 0.025 0.048
H 2.3805 6.7152 -2.0656 0.007 -0.007 -0.014
H 2.6082 5.4818 -0.8087 -0.038 0.024 0.024
H 1.1678 4.8802 -4.2215 -0.016 0.008 -0.025
H 2.6932 4.4387 -5.0019 -0.014 0.023 -0.022
H 2.4182 6.1024 -4.4823 0.005 -0.005 -0.011
H 4.8044 4.7928 -1.8974 0.016 0.005 -0.007
H 4.5519 6.0626 -3.1028 0.009 -0.006 -0.011
H 4.8585 4.4044 -3.6232 0.019 0.013 0.006
H 1.4997 5.9817 4.9715 -0.037 0.006 0.015
H -0.1012 5.5504 4.3451 -0.008 0.024 0.021
H 0.4480 7.2321 4.3109 0.013 0.000 0.043
H 3.3749 6.5202 3.4197 0.022 0.009 -0.022
H 2.4409 7.8673 2.7604 0.035 0.003 0.017
H 3.1074 6.6419 1.6717 0.005 0.025 0.000
H -0.5973 5.9449 1.8228 -0.016 0.027 -0.032
H 0.7160 6.4040 0.7403 -0.014 0.015 -0.036
H 0.1208 7.5622 1.9453 0.013 -0.014 0.006
O 1.6341 -9.4657 4.0946 0.086 0.203 -0.107
N 2.1034 -8.6812 3.2934 0.007 -0.446 0.027
O 3.0361 -8.9452 2.5589 -0.087 0.131 0.051
C 1.4805 -7.3454 3.2039 -0.396 0.323 0.197
C 0.3884 -7.1619 3.9842 0.257 -0.309 -0.083
C -0.3052 -5.9238 4.0191 0.025 0.320 -0.181
C -1.4226 -5.7123 4.8489 0.003 0.027 -0.010
C -2.0120 -4.4774 4.8679 0.044 -0.121 0.075
C -1.4804 -3.4760 4.0433 -0.032 0.043 0.058
N -0.4570 -3.6549 3.2384 0.076 -0.103 0.411
C 0.1431 -4.8581 3.2209 -0.218 -0.234 0.276
C 1.2966 -5.0503 2.3672 0.244 -0.333 -0.033
N 1.6747 -4.0007 1.6160 0.132 -0.014 0.056
C 2.7344 -4.1094 0.8479 0.024 0.033 -0.061
C 3.4848 -5.2832 0.7571 -0.032 -0.104 0.086
C 3.1090 -6.3724 1.5018 0.061 0.086 -0.058
C 1.9851 -6.2897 2.3530 0.042 0.095 -0.132
H 0.0465 -7.9778 4.6042 0.013 -0.027 0.005
H -1.7940 -6.5250 5.4610 0.007 0.007 0.012
H -2.8692 -4.2706 5.4929 0.010 0.019 -0.002
H -1.9254 -2.4858 4.0362 -0.044 -0.030 -0.032
H 3.0057 -3.2284 0.2715 -0.003 -0.019 -0.019
H 4.3483 -5.3329 0.1086 -0.002 0.013 0.001
H 3.6741 -7.2841 1.4374 -0.004 -0.044 0.029
Br -3.8364 -4.5282 1.7133 -0.081 -0.083 -0.119
C -4.5340 -2.7668 1.5756 0.089 0.164 0.040
C -5.8091 -2.5722 1.0705 -0.079 -0.040 -0.039
C -6.2633 -1.2661 0.9814 0.051 -0.029 0.020
C -5.4426 -0.2323 1.4098 -0.004 -0.058 -0.016
C -4.1907 -0.5503 1.9104 -0.093 0.144 -0.020
N -3.7354 -1.8024 1.9831 0.117 -0.126 -0.007
H -6.4203 -3.4078 0.7629 0.030 -0.012 -0.005
H -7.2504 -1.0657 0.5862 -0.004 0.012 0.006
H -5.7686 0.7973 1.3605 0.012 -0.009 0.027
H -3.5136 0.2133 2.2787 -0.002 -0.043 -0.039
C -2.1968 -6.7045 -0.9614 -0.065 0.101 -0.094
C -2.4758 -5.5010 -1.8617 0.153 -0.026 0.208
P -1.2891 -4.1022 -1.6059 -0.354 -0.497 -0.822
C -1.6065 -3.2462 -3.2198 0.116 0.050 0.129
C -0.7389 -2.0136 -3.4580 -0.123 -0.120 -0.040
C 0.3510 -4.9146 -1.8999 -0.115 0.074 -0.042
C 0.5641 -5.6419 -3.2245 0.050 0.044 0.123
H -3.0236 -7.4139 -1.0042 0.034 -0.037 0.019
H -2.0719 -6.3976 0.0793 0.038 -0.030 0.017
H -1.2919 -7.2247 -1.2776 0.007 -0.025 0.062
H -3.4649 -5.0918 -1.6397 -0.010 -0.013 -0.042
H -2.4749 -5.8044 -2.9112 -0.026 0.010 -0.008
H -2.6629 -2.9644 -3.2090 -0.029 -0.047 -0.015
H -1.4730 -3.9674 -4.0286 -0.072 0.001 -0.029
H -0.9202 -1.2460 -2.7030 0.064 0.026 0.010
H -0.9491 -1.5814 -4.4386 0.014 0.029 0.011
H 0.3208 -2.2658 -3.4187 0.033 0.064 -0.002
H 0.4858 -5.6061 -1.0620 0.063 0.043 0.031
H 1.1076 -4.1322 -1.7769 0.027 -0.021 0.037
H -0.1993 -6.4018 -3.3965 -0.005 0.007 -0.029
H 1.5349 -6.1401 -3.2196 -0.018 -0.026 -0.057
H 0.5558 -4.9483 -4.0652 -0.020 -0.024 -0.022
```
Forces are in eV/Å.

Properties
Total energy (hartree): -6797.14316
Kohn-Sham gap (hartree): 0.263
Lowest unoccupied orbital energy (eV): -2.8015
Charge: +1

These are the Mulliken partial charges, in e, on atoms 1 to 2:
1 Cs 1.99
2 C -1.73